*i*
Entry from OMol25: a cluster of 13 separate species, C52H143N13O13 in total (the ωB97M-V functional and the def2-TZVPD basis).

HOMO: -9.1683 eV
net charge: 0

XYZ file:
```
221
C52H143N13O13, DFT the ωB97M-V functional and the def2-TZVPD basis
C -3.077 -6.630 -6.312
C -3.274 -7.697 -5.223
C -2.051 -8.589 -4.756
O -0.901 -7.772 -4.501
C 0.155 -8.574 -3.935
N -3.803 -6.988 -4.066
H -2.893 -7.204 -7.220
H -2.242 -5.963 -6.099
H -4.005 -6.060 -6.358
H -4.107 -8.327 -5.534
H -1.848 -9.359 -5.500
H -2.338 -9.152 -3.868
H -0.193 -9.207 -3.118
H 0.879 -7.852 -3.558
H 0.619 -9.161 -4.727
H -3.044 -6.395 -3.761
H -4.026 -7.620 -3.310
C -6.147 -0.605 -13.949
C -6.700 -1.384 -12.745
C -6.323 -0.640 -11.382
O -4.928 -0.688 -11.259
C -4.520 -0.145 -10.018
N -8.148 -1.405 -12.850
H -6.359 -1.001 -14.942
H -5.063 -0.528 -13.867
H -6.505 0.424 -13.932
H -6.348 -2.415 -12.703
H -6.836 -1.117 -10.547
H -6.715 0.377 -11.351
H -5.011 -0.584 -9.150
H -4.665 0.935 -9.984
H -3.455 -0.220 -9.795
H -8.454 -0.485 -12.569
H -8.441 -1.499 -13.812
C 8.600 -4.584 -9.114
C 8.385 -4.085 -7.746
C 6.943 -4.291 -7.276
O 6.052 -3.678 -8.213
C 4.686 -3.945 -7.911
N 9.370 -4.779 -6.814
H 7.876 -4.116 -9.780
H 8.287 -5.619 -9.250
H 9.611 -4.451 -9.500
H 8.610 -3.019 -7.696
H 6.878 -3.885 -6.267
H 6.720 -5.348 -7.131
H 4.527 -4.957 -7.539
H 4.228 -3.866 -8.897
H 4.284 -3.173 -7.256
H 9.235 -4.333 -5.918
H 9.116 -5.746 -6.673
C 6.933 7.959 0.890
C 8.144 7.134 0.532
C 8.013 6.423 -0.902
O 7.012 5.477 -0.851
C 7.507 4.173 -0.612
N 9.240 8.074 0.590
H 6.018 7.369 0.831
H 6.771 8.878 0.327
H 7.083 8.326 1.905
H 8.262 6.411 1.339
H 8.849 5.985 -1.447
H 7.636 7.163 -1.608
H 6.688 3.468 -0.470
H 8.180 4.142 0.245
H 8.070 3.887 -1.500
H 9.418 8.435 1.516
H 10.089 7.586 0.342
C -9.916 3.987 -5.989
C -10.451 4.764 -4.790
C -9.543 4.751 -3.554
O -9.536 3.473 -2.987
C -8.912 3.391 -1.693
N -10.650 6.126 -5.163
H -9.156 4.565 -6.515
H -10.749 3.745 -6.649
H -9.489 3.028 -5.696
H -11.344 4.216 -4.490
H -9.899 5.422 -2.772
H -8.608 5.211 -3.876
H -7.853 3.280 -1.924
H -9.227 2.486 -1.173
H -9.167 4.224 -1.038
H -10.947 6.681 -4.373
H -9.784 6.621 -5.325
C 7.975 6.747 -11.349
C 8.141 6.975 -9.844
C 7.789 5.788 -8.930
O 6.432 5.561 -9.155
C 5.940 4.320 -8.607
N 9.513 7.359 -9.634
H 8.610 5.908 -11.635
H 8.357 7.546 -11.984
H 6.912 6.650 -11.572
H 7.569 7.820 -9.460
H 8.015 5.894 -7.869
H 8.399 4.925 -9.198
H 6.636 3.493 -8.750
H 4.929 4.063 -8.923
H 5.855 4.557 -7.547
H 10.086 6.549 -9.823
H 9.684 7.487 -8.647
C -2.125 -0.317 2.990
C -1.289 -1.485 2.303
C -0.191 -0.995 1.341
O -0.913 -0.274 0.368
C -0.064 0.460 -0.516
N -0.785 -2.268 3.372
H -2.884 0.112 2.335
H -1.377 0.444 3.211
H -2.684 -0.649 3.865
H -1.878 -2.161 1.683
H 0.446 -1.800 0.975
H 0.524 -0.345 1.845
H 0.647 1.061 0.051
H -0.555 1.033 -1.303
H 0.635 -0.190 -1.042
H -0.656 -3.231 3.096
H 0.155 -1.984 3.605
C -3.153 7.069 9.214
C -1.993 6.150 8.649
C -1.699 6.312 7.107
O -2.954 6.063 6.452
C -2.990 6.242 5.030
N -0.806 6.351 9.486
H -2.940 8.135 9.127
H -3.365 6.805 10.250
H -4.100 6.943 8.690
H -2.310 5.124 8.836
H -0.833 5.722 6.808
H -1.478 7.369 6.961
H -3.920 5.738 4.766
H -2.282 5.590 4.518
H -2.900 7.300 4.788
H -0.063 5.769 9.126
H -0.372 7.215 9.197
C 5.335 0.967 5.657
C 4.537 0.389 6.793
C 5.079 -1.014 7.294
O 4.727 -1.932 6.276
C 4.792 -3.283 6.643
N 4.603 1.304 7.907
H 5.273 0.303 4.795
H 6.387 0.872 5.923
H 4.989 1.940 5.309
H 3.532 0.198 6.418
H 4.768 -1.318 8.294
H 6.164 -0.934 7.365
H 5.854 -3.502 6.757
H 4.338 -3.974 5.933
H 4.268 -3.464 7.581
H 4.304 0.890 8.778
H 5.546 1.535 8.186
C -12.083 -4.033 8.833
C -11.917 -2.477 8.845
C -10.647 -1.889 8.111
O -10.707 -0.480 8.134
C -9.479 0.261 7.892
N -13.144 -1.917 8.272
H -12.078 -4.460 7.830
H -12.949 -4.355 9.411
H -11.238 -4.487 9.352
H -11.955 -2.235 9.907
H -10.743 -2.295 7.104
H -9.750 -2.352 8.522
H -9.280 0.132 6.828
H -8.598 -0.092 8.429
H -9.700 1.294 8.159
H -13.177 -0.945 8.543
H -12.980 -1.863 7.277
C 2.962 9.439 -4.510
C 3.093 10.567 -5.544
C 4.367 11.323 -5.390
O 4.325 12.250 -4.250
C 5.599 12.920 -4.088
N 2.923 9.967 -6.854
H 3.082 9.897 -3.528
H 3.766 8.731 -4.709
H 2.052 8.842 -4.446
H 2.286 11.297 -5.484
H 4.632 11.829 -6.319
H 5.220 10.649 -5.311
H 5.578 13.590 -3.228
H 5.787 13.419 -5.039
H 6.399 12.204 -3.904
H 3.019 10.599 -7.636
H 3.589 9.248 -7.096
C 1.330 -4.998 15.877
C 0.106 -4.268 15.416
C 0.019 -4.166 13.862
O -1.289 -3.721 13.513
C -1.384 -3.496 12.098
N -1.008 -5.101 15.882
H 1.310 -5.348 16.909
H 2.262 -4.444 15.765
H 1.459 -5.888 15.263
H 0.063 -3.249 15.801
H 0.065 -5.184 13.475
H 0.733 -3.437 13.478
H -2.334 -3.002 11.892
H -1.448 -4.414 11.515
H -0.551 -2.918 11.699
H -0.888 -6.031 15.507
H -1.786 -4.744 15.346
C 0.182 -11.983 5.792
C 0.694 -12.860 4.641
C 0.638 -14.389 4.915
O 1.067 -15.170 3.771
C 1.196 -16.555 4.039
N -0.047 -12.562 3.358
H -0.828 -12.274 6.080
H 0.296 -10.942 5.491
H 0.811 -12.117 6.672
H 1.753 -12.661 4.479
H -0.388 -14.663 5.163
H 1.270 -14.598 5.778
H 1.958 -16.720 4.800
H 1.512 -17.123 3.164
H 0.328 -17.038 4.487
H -1.032 -12.547 3.584
H 0.162 -13.355 2.768
```

Atom charges from the Löwdin analysis, given in e for atoms 1 to 4: -0.0622, -0.4168, -0.1944, -0.1985

=====

*ii*
Entry from OMol25: a cluster of 13 separate species, C52H143N13O13 in total (the ωB97M-V functional and the def2-TZVPD basis).

HOMO: -8.7581 eV
net charge: 0

XYZ file:
```
221
C52H143N13O13, DFT the ωB97M-V functional and the def2-TZVPD basis
C 0.318 16.366 -3.427
C 1.205 16.051 -2.247
C 1.364 14.570 -1.989
O 0.093 13.980 -1.863
C 0.109 12.586 -1.960
N 2.554 16.613 -2.473
H -0.695 16.027 -3.199
H 0.605 15.823 -4.331
H 0.364 17.440 -3.611
H 0.793 16.493 -1.325
H 1.976 14.391 -1.092
H 1.921 14.159 -2.848
H 0.116 12.233 -3.003
H -0.855 12.228 -1.590
H 0.939 12.119 -1.423
H 3.156 16.426 -1.673
H 2.474 17.628 -2.454
C -4.117 25.057 -5.326
C -3.810 25.327 -3.862
C -3.611 24.052 -3.064
O -4.643 23.099 -3.249
C -5.921 23.532 -2.833
N -2.618 26.189 -3.777
H -3.180 24.800 -5.834
H -4.468 25.982 -5.785
H -4.850 24.275 -5.503
H -4.626 25.908 -3.422
H -3.486 24.325 -2.004
H -2.699 23.535 -3.374
H -5.896 23.850 -1.788
H -6.589 22.693 -3.028
H -6.308 24.327 -3.484
H -2.270 26.199 -2.811
H -1.872 25.836 -4.367
C 0.751 18.942 2.004
C 1.391 18.709 3.348
C 2.025 17.339 3.384
O 2.579 16.947 4.637
C 1.653 16.915 5.697
N 2.410 19.740 3.633
H 1.423 18.729 1.164
H 0.428 19.973 1.905
H -0.078 18.241 1.891
H 0.588 18.802 4.092
H 2.844 17.272 2.671
H 1.232 16.609 3.144
H 1.097 17.856 5.795
H 2.241 16.852 6.613
H 0.951 16.083 5.590
H 2.887 19.529 4.509
H 1.851 20.548 3.929
C -2.772 27.962 -0.432
C -1.792 26.971 0.168
C -2.444 25.923 1.036
O -3.089 26.551 2.120
C -3.459 25.654 3.135
N -1.085 26.290 -0.959
H -3.456 27.497 -1.150
H -2.249 28.773 -0.939
H -3.437 28.366 0.334
H -1.027 27.504 0.748
H -1.714 25.192 1.416
H -3.177 25.357 0.438
H -3.751 26.274 3.981
H -2.645 24.971 3.407
H -4.323 25.041 2.838
H -0.665 27.060 -1.477
H -0.298 25.737 -0.610
C -7.916 18.362 3.279
C -6.732 17.904 2.428
C -6.642 18.785 1.196
O -5.953 18.119 0.140
C -6.141 18.718 -1.120
N -5.519 17.922 3.248
H -7.867 17.822 4.223
H -8.909 18.215 2.850
H -7.841 19.438 3.468
H -6.927 16.875 2.123
H -6.212 19.770 1.432
H -7.661 18.982 0.815
H -6.946 18.203 -1.659
H -5.209 18.613 -1.677
H -6.401 19.777 -1.039
H -5.130 18.817 3.515
H -4.824 17.383 2.744
C 1.861 20.839 7.425
C 0.660 21.771 7.305
C -0.223 21.419 6.142
O 0.487 21.617 4.933
C -0.351 21.953 3.860
N -0.138 21.812 8.542
H 1.595 19.776 7.371
H 2.438 21.016 8.332
H 2.534 20.937 6.564
H 1.047 22.783 7.176
H -1.094 22.090 6.165
H -0.664 20.413 6.201
H -1.237 21.351 3.659
H 0.265 21.945 2.954
H -0.653 23.016 3.864
H 0.433 22.232 9.268
H -0.338 20.880 8.894
C 0.397 23.187 -0.163
C 1.494 23.743 -1.051
C 1.116 23.655 -2.509
O 0.684 22.350 -2.778
C 0.249 22.156 -4.090
N 1.768 25.167 -0.664
H 0.483 23.501 0.879
H 0.371 22.099 -0.204
H -0.579 23.506 -0.547
H 2.415 23.172 -0.872
H 1.917 23.949 -3.205
H 0.315 24.400 -2.676
H -0.424 22.968 -4.418
H -0.315 21.229 -4.134
H 1.033 22.156 -4.856
H 2.069 25.075 0.308
H 2.639 25.476 -1.095
C -3.578 15.153 -0.406
C -3.098 15.726 0.918
C -1.697 15.250 1.237
O -1.697 13.873 1.485
C -0.394 13.374 1.702
N -3.095 17.200 0.914
H -4.589 15.509 -0.640
H -3.710 14.068 -0.363
H -2.916 15.408 -1.238
H -3.762 15.383 1.719
H -1.287 15.782 2.113
H -1.034 15.541 0.401
H -0.523 12.306 1.845
H 0.047 13.866 2.580
H 0.275 13.595 0.863
H -2.534 17.486 0.105
H -4.007 17.488 0.550
C -0.809 15.029 -7.488
C -1.683 14.533 -6.357
C -2.557 15.669 -5.859
O -3.210 15.380 -4.641
C -4.252 16.262 -4.348
N -2.480 13.380 -6.826
H 0.030 15.603 -7.074
H -1.307 15.653 -8.233
H -0.285 14.213 -7.990
H -1.010 14.234 -5.548
H -3.245 15.994 -6.657
H -1.890 16.530 -5.663
H -4.750 15.917 -3.444
H -4.946 16.334 -5.195
H -3.903 17.283 -4.145
H -2.935 13.699 -7.682
H -3.258 13.212 -6.192
C 2.598 17.112 -6.500
C 1.976 17.985 -7.577
C 1.699 19.406 -7.127
O 0.786 19.518 -6.070
C -0.512 19.017 -6.324
N 2.938 18.040 -8.718
H 1.942 17.015 -5.638
H 3.549 17.531 -6.160
H 2.849 16.126 -6.898
H 1.075 17.495 -7.969
H 1.303 19.954 -7.995
H 2.643 19.817 -6.773
H -0.452 17.930 -6.438
H -0.909 19.402 -7.274
H -1.148 19.285 -5.485
H 2.443 18.209 -9.589
H 3.317 17.105 -8.835
C -8.570 22.356 -7.809
C -7.210 22.309 -7.149
C -6.523 20.979 -7.495
O -5.239 20.837 -6.977
C -5.165 20.946 -5.568
N -6.425 23.461 -7.563
H -9.131 21.430 -7.677
H -8.431 22.409 -8.896
H -9.119 23.234 -7.480
H -7.337 22.309 -6.058
H -6.447 20.962 -8.588
H -7.195 20.160 -7.189
H -5.068 21.990 -5.246
H -4.257 20.431 -5.273
H -6.057 20.539 -5.076
H -6.535 23.588 -8.566
H -5.427 23.336 -7.430
C -7.761 21.413 5.904
C -7.144 22.581 5.172
C -6.253 22.127 4.021
O -5.128 21.386 4.412
C -4.139 22.169 5.051
N -8.172 23.477 4.618
H -8.387 21.711 6.747
H -6.937 20.872 6.382
H -8.287 20.717 5.255
H -6.512 23.141 5.876
H -5.978 22.979 3.373
H -6.838 21.504 3.336
H -3.828 23.011 4.413
H -3.253 21.566 5.232
H -4.534 22.571 5.986
H -8.620 23.969 5.384
H -7.743 24.209 4.060
C -3.117 22.304 1.114
C -3.101 20.855 0.660
C -2.380 20.627 -0.641
O -2.625 19.329 -1.128
C -1.872 19.083 -2.292
N -2.431 20.083 1.735
H -3.646 22.914 0.377
H -2.090 22.668 1.196
H -3.616 22.408 2.078
H -4.127 20.458 0.563
H -1.317 20.849 -0.461
H -2.739 21.339 -1.391
H -2.310 18.188 -2.731
H -0.823 18.894 -2.019
H -1.824 19.921 -2.997
H -2.864 20.325 2.619
H -2.546 19.084 1.564
```

Atom charges from the Löwdin analysis, given in e for atoms 1 to 4: -0.0574, -0.4406, -0.2250, -0.2012

=====

Stability check: which of them is most stable? *ii*.

=====

*i*
Entry from OMol25: a cluster of 2 separate species, C5H3F3 in total (the ωB97M-V functional and the def2-TZVPD basis).

HOMO: -9.7142 eV
net charge: 0

XYZ file:
```
11
C5H3F3, DFT the ωB97M-V functional and the def2-TZVPD basis
C 1.223 2.112 -0.019
C 0.592 1.216 -0.486
C -1.023 -0.962 0.225
C -0.184 -1.354 1.095
C -0.120 0.240 -1.206
F -2.341 -0.816 0.371
F -0.434 -1.955 2.221
F 1.101 -1.215 0.958
H 1.918 2.714 0.455
H -1.057 0.469 -1.729
H 0.325 -0.450 -1.884
```

Atom charges from the Löwdin analysis, given in e for atoms 1 to 4: 0.1402, -0.1964, -0.0686, -0.4399

=====

*ii*
Entry from OMol25: a cluster of 2 separate species, C5H3F3 in total (the ωB97M-V functional and the def2-TZVPD basis).

HOMO (spin up / spin down): -10.1347 / -10.1343 eV
net charge: 0

XYZ file:
```
11
C5H3F3, DFT the ωB97M-V functional and the def2-TZVPD basis
C 0.517 -2.571 -0.131
C 0.120 -1.460 -0.300
C -0.596 1.411 0.314
C -1.272 0.374 0.089
C -2.648 -0.246 0.018
F -3.531 0.707 -0.092
F -2.955 -1.001 1.089
F -2.753 -1.137 -1.026
H 0.679 -3.482 -0.598
H -1.041 2.286 0.683
H 0.464 1.497 0.398
```

Atom charges from the Löwdin analysis, given in e for atoms 1 to 4: -0.0671, 0.0008, 0.0520, 0.0599

=====

Stability check: which of them is most stable? *i*.